# 1
# C19H24BrIrNO2S

A structure of composition C19H24BrIrNO2S (ωB97M-V with the def2-TZVPD basis set, the OMol25 dataset).

Geometry as XYZ:
```
49
Properties=species:S:1:pos:R:3:forces:R:3
Ir 0.994810 -1.007239 2.620277 0.10 -0.35 0.41
C 0.480618 2.378318 -4.676767 -0.02 -0.02 0.01
C 1.577272 2.088976 -3.653699 -0.13 -0.08 0.13
C 2.672590 1.234978 -4.314102 0.08 -0.02 -0.08
C 2.183422 3.419946 -3.175176 0.05 0.09 -0.02
C 1.066972 1.343085 -2.438507 0.12 0.06 -0.06
C 2.007151 1.018340 -1.406160 -0.20 -0.05 -0.03
C 1.563700 0.362598 -0.313780 -0.01 0.01 -0.01
Br 2.813929 -0.090136 1.063735 0.30 0.06 -0.16
C 0.198114 -0.031541 -0.120487 -0.05 -0.11 0.09
O -0.179484 -0.669718 0.921689 -0.17 0.11 -0.26
C -0.757360 0.297149 -1.164922 0.09 0.09 -0.15
C -0.270233 0.961904 -2.270421 -0.07 0.04 -0.02
C -2.219552 -0.095335 -1.034721 0.14 -0.01 0.05
C -3.008672 0.311395 -2.277166 -0.14 -0.01 -0.05
C -2.328228 -1.622725 -0.878708 -0.11 -0.06 -0.04
C -2.843444 0.618632 0.177928 -0.06 0.04 -0.04
H 0.914646 2.915904 -5.519041 0.01 0.00 0.01
H -0.309815 3.005994 -4.264147 -0.02 0.02 0.02
H 0.035529 1.464298 -5.071069 -0.01 -0.04 -0.01
H 3.051136 1.767676 -5.185884 0.01 0.02 -0.01
H 2.286025 0.273755 -4.652782 -0.03 -0.02 0.02
H 3.519558 1.057341 -3.651592 0.03 -0.02 0.00
H 2.558179 3.963840 -4.041711 0.01 0.00 -0.02
H 3.023916 3.276340 -2.496464 0.02 0.01 0.02
H 1.440161 4.047768 -2.683527 -0.03 -0.01 0.02
H 3.044143 1.298226 -1.518545 0.03 0.00 0.05
H -0.963999 1.211094 -3.056774 0.04 0.01 -0.01
H -2.646898 -0.181057 -3.180195 0.03 -0.03 -0.02
H -3.007401 1.389930 -2.438153 0.00 0.03 0.02
H -4.046154 0.008727 -2.139538 0.00 0.00 -0.01
H -1.872955 -2.137656 -1.725710 0.02 0.00 -0.02
H -3.384634 -1.891490 -0.864793 0.00 -0.02 0.02
H -1.873951 -1.985217 0.039649 -0.02 0.01 0.00
H -2.758232 1.701971 0.082317 0.02 0.01 0.00
H -2.401511 0.312082 1.121270 0.06 -0.04 0.05
H -3.906116 0.377484 0.209880 0.00 -0.02 0.02
O 0.289887 -0.658145 4.488510 -0.05 -0.02 0.09
N 0.295294 -1.710842 5.342209 0.03 -0.09 -0.15
C -0.005523 -1.433721 6.604212 -0.03 -0.14 0.21
C -0.039297 -2.451781 7.556589 -0.04 0.28 -0.05
C 0.233323 -3.747568 7.178381 0.06 -0.06 -0.20
C 0.542493 -4.008357 5.843545 -0.02 0.00 0.02
C 0.579766 -2.977372 4.911808 -0.12 0.10 0.55
S 0.987265 -3.261421 3.272463 0.06 0.29 -0.50
H -0.218532 -0.393550 6.807791 0.01 -0.01 0.02
H -0.287643 -2.191138 8.575217 0.00 -0.02 0.01
H 0.209723 -4.552027 7.899009 0.00 -0.03 0.01
H 0.760014 -5.009713 5.498059 0.01 -0.02 0.04
```
Forces are in eV/Å.

ΔE to the lowest compared entry with this formula, charge and spin	0.000	eV
HOMO energy (alpha / beta)	-0.538 / -0.578	Ha
total charge	+2
spin multiplicity	6

---

# 2
# C39H37N13O2SSn

A structure of composition C39H37N13O2SSn (ωB97M-V with the def2-TZVPD basis set, the OMol25 dataset).

Geometry as XYZ:
```
93
Properties=species:S:1:pos:R:3:forces:R:3
Sn -1.623315 -0.345757 -0.400470 -0.45 0.13 0.18
C -2.479978 1.307282 -4.521055 -0.02 0.02 0.01
C -2.429411 1.261236 -3.130152 -0.04 0.04 0.00
N -1.457192 0.598786 -2.528195 0.02 -0.06 -0.05
C -0.539129 -0.019514 -3.271724 0.04 0.05 0.00
C -0.623805 0.010061 -4.654978 0.01 -0.03 0.03
N -1.596372 0.669445 -5.273369 0.01 0.00 -0.01
C 0.573927 -0.611785 -2.495703 0.03 0.06 -0.20
C 1.814415 -0.877003 -3.041549 0.03 0.06 0.09
C 2.883373 -1.178854 -2.201235 -0.01 0.01 0.03
C 2.652388 -1.178286 -0.824444 -0.05 -0.13 0.03
C 1.376739 -0.958853 -0.344816 0.17 -0.01 0.08
N 0.358944 -0.719459 -1.180259 0.13 0.06 0.05
C 1.064775 -0.853494 1.101222 0.09 -0.04 -0.11
C 1.885755 -1.336503 2.111640 0.02 0.12 0.03
N 1.567943 -1.195992 3.393235 0.03 0.03 -0.03
C 0.435274 -0.566414 3.678011 0.02 -0.05 -0.04
C -0.418092 -0.115043 2.677298 -0.11 0.07 0.08
N -0.093670 -0.269057 1.401766 0.19 -0.03 0.16
C 4.235680 -1.418192 -2.741990 0.01 0.00 0.01
C 5.053677 -2.401921 -2.198631 0.00 0.03 0.00
C 6.315779 -2.588694 -2.743985 0.01 -0.03 0.02
N 6.791583 -1.865796 -3.751420 0.00 0.00 0.00
C 6.007167 -0.923812 -4.263255 0.00 0.02 -0.02
C 4.724582 -0.664408 -3.802816 -0.01 -0.02 -0.01
H -3.260567 1.858807 -5.029007 0.00 0.01 0.01
H -3.164122 1.747279 -2.501926 -0.02 -0.02 0.00
H 0.086682 -0.514062 -5.281691 0.01 0.00 0.00
H 1.972867 -0.792013 -4.106698 -0.02 -0.02 -0.01
H 3.476707 -1.310884 -0.138157 0.01 0.02 -0.03
H 2.809991 -1.854876 1.889793 -0.01 -0.01 0.01
H 0.185108 -0.436582 4.723378 -0.01 0.01 0.00
H -1.373584 0.348385 2.898469 0.03 0.02 -0.05
H 4.714503 -3.034532 -1.388774 0.00 -0.01 0.01
H 6.971966 -3.356464 -2.351914 0.00 0.00 0.00
H 6.421593 -0.345286 -5.080328 0.00 0.00 0.00
H 4.139746 0.128226 -4.250707 0.00 0.02 0.00
S -2.831096 1.498015 0.547326 -0.26 -0.09 -0.39
C -1.675583 2.673823 1.230235 0.44 -0.16 0.12
N -2.255298 3.544998 1.974262 0.13 0.00 0.00
N -1.656698 4.535089 2.612462 -0.23 0.18 -0.07
C -0.411191 4.614307 3.271445 0.18 0.07 0.04
C -0.035525 5.882646 3.713900 0.03 -0.07 -0.11
C 1.122095 6.047445 4.450927 0.05 -0.04 0.03
C 1.911897 4.950088 4.770355 -0.02 0.04 0.00
C 1.522078 3.688225 4.350600 0.00 -0.02 -0.01
C 0.369259 3.512097 3.598919 -0.06 0.03 0.08
N -0.314423 2.747253 0.911427 -0.34 0.26 -0.25
N 0.034972 2.227668 -0.163593 -0.15 -0.20 0.29
C 1.420407 2.395752 -0.439294 0.13 0.00 -0.10
C 1.792381 2.430345 -1.778957 -0.01 -0.03 0.05
C 3.126963 2.586492 -2.119496 0.01 -0.01 0.02
C 4.088009 2.685127 -1.122205 0.01 0.00 0.01
C 3.711543 2.650304 0.216884 0.02 0.01 -0.04
C 2.378684 2.516161 0.566138 -0.03 -0.12 0.01
H -2.319751 5.245128 2.883035 -0.04 -0.15 0.14
H -0.652979 6.739807 3.473219 0.00 0.00 -0.01
H 1.406674 7.037420 4.779601 0.00 0.00 0.01
H 2.814902 5.078340 5.350414 0.01 0.00 0.00
H 2.119774 2.824724 4.615263 0.01 -0.01 0.01
H 0.073953 2.518320 3.296292 0.00 0.02 -0.01
H 1.022334 2.391957 -2.537844 -0.04 -0.04 -0.06
H 3.417129 2.650033 -3.160278 0.00 0.01 0.00
H 5.130320 2.807368 -1.385052 0.00 -0.01 0.00
H 4.462196 2.745589 0.990065 0.00 -0.01 0.01
H 2.073502 2.501949 1.605008 -0.01 0.03 -0.01
C -2.954347 -3.662141 -1.883398 0.02 0.01 -0.05
C -3.740867 -2.414268 -1.518329 0.01 0.02 0.04
C -4.878164 -2.182554 -2.499545 -0.03 0.01 0.06
O -2.921367 -1.246586 -1.574061 0.20 0.13 0.06
H -3.603613 -4.538399 -1.864510 0.00 -0.01 -0.01
H -2.116936 -3.836665 -1.209638 0.02 0.04 0.04
H -2.554035 -3.561265 -2.894242 -0.02 0.00 -0.02
H -4.168303 -2.515475 -0.513997 0.02 -0.06 0.02
H -4.477134 -2.024184 -3.501840 0.01 -0.01 0.00
H -5.461307 -1.307039 -2.215087 0.01 0.01 -0.01
H -5.543768 -3.045733 -2.528885 0.00 0.00 0.00
C -1.233904 -4.790792 1.690169 -0.01 0.00 -0.01
N -2.271362 -3.792694 1.971756 -0.06 -0.04 0.10
C -3.306614 -4.048225 2.824994 0.02 -0.01 -0.04
C -4.261833 -3.130609 3.076450 -0.01 0.00 -0.01
C -4.141584 -1.868543 2.421043 0.01 0.01 0.05
N -3.107027 -1.620211 1.615179 0.09 -0.13 -0.08
C -2.211871 -2.572710 1.371143 0.19 0.04 -0.31
O -1.271165 -2.341033 0.542984 -0.37 -0.07 0.08
N -5.040731 -0.904658 2.577862 0.01 0.07 0.10
H -1.489441 -5.707755 2.212550 0.01 0.00 0.00
H -0.268907 -4.428533 2.038834 0.00 -0.01 -0.01
H -1.186013 -4.979415 0.620803 0.01 0.00 0.01
H -3.312333 -5.031139 3.274029 0.00 0.00 0.01
H -5.079762 -3.351379 3.744402 -0.01 0.00 0.00
H -5.822179 -1.013212 3.201548 0.00 -0.01 -0.02
H -4.883895 -0.007226 2.143163 0.00 -0.02 -0.03
```
Forces are in eV/Å.

ΔE to the lowest compared entry with this formula, charge and spin	0.000	eV
HOMO energy	-0.443	Ha
total charge	+2
spin multiplicity	1

---

# 3
# C40H82FN24O10S2

A cluster of 10 separate species, C40H82FN24O10S2 in total at a distorted geometry (ωB97M-V with the def2-TZVPD basis set, the OMol25 dataset).

Geometry as XYZ:
```
159
Properties=species:S:1:pos:R:3:forces:R:3
C 3.533622 0.485511 1.748271 0.33 -0.11 0.41
C 3.256972 0.622520 0.597134 -0.70 -0.91 -0.36
C 2.803040 0.455692 -0.784033 1.26 0.50 0.04
C 4.057624 -0.039171 -1.610982 0.76 0.41 0.36
N 5.329906 0.302880 -0.964576 -0.42 -0.17 -0.60
C 5.999364 1.453165 -1.560168 0.52 -0.11 0.47
N 2.498514 1.857526 -1.304482 0.60 0.86 -1.36
O 2.113188 2.829909 -0.365778 -0.65 -0.54 0.20
C 1.595249 1.628372 -2.484903 -1.19 0.39 -0.79
C 1.064179 2.936435 -3.070745 0.32 0.77 1.13
N -0.006502 3.563974 -2.302303 -0.02 0.41 -0.53
C -0.974648 4.308511 -3.134014 -0.38 -0.13 -0.30
C 0.661451 0.407446 -2.213034 1.66 -0.59 0.59
C 0.865670 -0.486647 -3.460292 -0.38 0.15 -0.33
C 0.603826 0.179036 -4.825861 0.02 -0.05 -0.18
C 0.113319 -0.815037 -5.866793 0.83 0.08 0.43
F 0.218722 -0.213351 -7.106426 -0.25 -0.01 -0.26
C -0.775229 0.719966 -1.785779 -0.64 0.53 -0.50
N -1.667132 1.050800 -2.899870 0.25 -0.05 -0.17
C -2.425799 -0.107292 -3.351246 -0.31 0.06 0.43
C 1.418536 -0.268806 -0.963777 -0.54 -0.06 1.64
N 0.664171 0.012834 0.260243 -0.57 -0.04 -0.75
C 1.608795 -1.796211 -0.978898 -0.26 0.31 -0.54
C 0.338901 -2.645752 -1.187229 -0.17 -0.16 0.18
C 0.025805 -3.599225 -0.031654 0.26 -0.17 -0.37
S -0.486800 -2.785764 1.484804 0.08 0.26 0.37
C -2.239383 -2.967498 1.587328 -0.11 -0.77 -0.31
S -3.017649 -4.197093 0.855485 -0.25 0.05 -0.07
N -2.913174 -2.029628 2.384341 1.17 0.74 -0.60
C -3.734868 -1.084028 1.668013 -0.46 -0.11 0.31
C -3.968633 -1.103965 0.304406 0.32 -0.40 -0.39
C -4.762650 -0.142576 -0.293682 -0.03 0.04 -0.03
C -5.339501 0.856714 0.456454 -0.49 0.68 0.17
C -5.144097 0.881494 1.830042 0.43 -0.39 -0.14
C -4.349677 -0.087370 2.411662 -0.05 0.20 0.62
C -2.035675 -1.406962 3.365836 -0.52 -0.35 0.51
C -1.963493 -1.979951 4.621366 0.12 0.04 0.09
C -1.147692 -1.390423 5.575149 0.04 -0.31 0.54
C -0.419712 -0.249751 5.312327 0.36 0.52 -0.27
C -0.489559 0.314049 4.041870 -0.29 -0.14 -0.11
C -1.300696 -0.270125 3.088826 -0.15 0.23 -0.68
H 3.871663 0.301182 2.737639 -0.04 0.20 0.20
H 4.097529 0.427100 -2.602354 -0.52 -0.22 -0.20
H 4.051634 -1.115141 -1.740329 -0.46 -0.04 0.04
H 5.919193 -0.515650 -0.998132 0.13 0.09 0.00
H 5.973243 1.474885 -2.655589 -0.19 0.05 -0.06
H 7.053206 1.431850 -1.282581 0.10 0.11 -0.04
H 5.619787 2.385996 -1.134013 -0.18 0.08 -0.13
H 3.331775 2.250766 -1.745637 0.31 -0.34 0.25
H 2.680913 3.596750 -0.522787 0.05 -0.01 0.09
H 2.337594 1.323773 -3.223950 -0.01 -0.30 -0.01
H 0.789656 2.803923 -4.107914 -0.23 -0.31 -0.06
H 1.927320 3.629551 -3.100417 0.11 -0.13 -0.23
H 0.408052 4.254458 -1.694533 0.04 -0.20 0.23
H -1.982007 3.898794 -3.069918 0.30 -0.01 0.06
H -1.046414 5.347568 -2.818688 0.02 0.06 0.14
H -0.707140 4.331116 -4.194621 0.22 -0.08 0.03
H 1.915152 -0.787621 -3.455741 0.03 -0.18 -0.02
H 0.288583 -1.408182 -3.418735 -0.10 0.02 0.31
H 1.548350 0.561488 -5.218591 -0.01 0.17 -0.07
H -0.107913 0.997578 -4.786929 -0.08 0.01 0.23
H 0.783278 -1.677643 -5.863960 -0.14 -0.21 -0.11
H -0.911166 -1.133990 -5.695702 -0.11 0.00 -0.12
H -0.734917 1.588450 -1.138682 -0.07 0.04 0.08
H -1.220493 -0.079228 -1.191743 0.33 -0.23 -0.01
H -2.307454 1.777443 -2.609368 0.03 0.03 0.04
H -2.947731 -0.600850 -2.518411 0.03 -0.07 -0.01
H -1.776896 -0.853060 -3.799045 0.04 -0.01 -0.12
H -3.187058 0.186056 -4.069635 0.07 0.06 -0.19
H 0.623857 0.991894 0.506111 0.05 -0.03 0.17
H 0.948313 -0.557975 1.039776 0.13 0.15 0.12
H 2.066959 -2.086884 -0.031660 0.18 0.10 0.04
H 2.312927 -2.046230 -1.768291 0.05 -0.16 0.06
H -0.551165 -2.065349 -1.424490 0.06 0.23 0.08
H 0.512912 -3.289851 -2.049653 -0.03 -0.07 -0.08
H -0.704076 -4.333713 -0.358761 -0.16 -0.04 0.27
H 0.928877 -4.155058 0.212465 -0.08 -0.10 0.10
H -3.543950 -1.873534 -0.323140 0.04 -0.05 0.05
H -4.936438 -0.178641 -1.358942 0.02 -0.04 -0.08
H -5.943744 1.629490 -0.006337 0.01 -0.03 -0.13
H -5.576259 1.631902 2.472194 -0.09 0.19 -0.08
H -4.187847 -0.038744 3.479492 0.03 -0.12 0.07
H -2.533943 -2.864124 4.864436 -0.09 -0.07 -0.10
H -1.070207 -1.826675 6.563116 -0.10 -0.07 0.00
H 0.198995 0.224716 6.070745 -0.13 -0.25 -0.09
H 0.047300 1.212724 3.773459 0.16 0.06 0.17
H -1.395349 0.135585 2.088820 0.11 0.18 0.00
C 0.645752 2.022469 8.309689 -0.05 0.05 0.08
O 1.153943 1.268790 7.492807 0.14 0.14 0.15
N 1.343434 2.530946 9.364955 0.07 -0.01 -0.01
N -0.660846 2.411395 8.228339 -0.02 -0.02 -0.09
H 0.947257 3.148815 10.047009 -0.02 -0.01 -0.01
H 2.305379 2.261287 9.451448 -0.01 -0.01 0.00
H -1.201204 2.051770 7.463372 0.00 -0.01 0.01
H -1.098738 3.026433 8.886936 0.02 -0.01 0.02
C -6.087755 -6.386513 -1.333708 0.17 -0.06 -0.18
O -6.758908 -5.627407 -0.657476 -0.05 -0.11 0.11
N -4.730412 -6.276878 -1.433678 -0.01 0.10 0.01
N -6.639607 -7.420402 -2.045194 -0.10 -0.07 0.12
H -4.160845 -6.893062 -1.981101 -0.02 -0.03 0.01
H -4.292666 -5.534386 -0.917787 -0.01 -0.03 -0.02
H -7.635409 -7.530840 -1.995184 0.00 0.04 -0.04
H -6.105598 -8.056809 -2.605409 0.02 0.03 -0.02
C 2.596965 -6.736307 0.629370 0.02 -0.12 0.08
O 1.771962 -6.121289 -0.030479 0.14 -0.02 -0.03
N 2.648750 -6.653450 1.990443 -0.01 0.13 0.00
N 3.526689 -7.554659 0.056634 0.02 0.06 -0.08
H 3.312777 -7.150824 2.552314 -0.01 -0.03 -0.01
H 1.972500 -6.065227 2.441593 -0.03 -0.05 0.01
H 3.510392 -7.639125 -0.942329 -0.02 -0.02 0.01
H 4.209041 -8.070750 0.578191 -0.03 -0.01 0.02
C -5.004571 4.803346 -2.334149 -0.33 0.03 0.16
O -3.789699 4.590019 -2.306050 -0.26 0.24 -0.02
N -5.733709 4.996829 -1.212024 0.20 0.12 -0.03
N -5.703801 4.863712 -3.502838 0.20 -0.04 -0.13
H -6.722825 5.168914 -1.204738 -0.04 -0.18 0.11
H -5.249777 4.950941 -0.335102 -0.10 -0.08 0.05
H -5.194493 4.721939 -4.354951 -0.02 -0.01 0.00
H -6.689601 5.039432 -3.547831 -0.01 0.00 0.05
C 9.902178 0.718610 -0.248499 0.26 -0.06 0.12
O 9.488741 1.532023 -1.062106 -0.31 -0.11 0.06
N 9.057269 -0.113496 0.450702 -0.09 0.01 -0.10
N 11.221256 0.571477 0.032406 -0.16 0.26 -0.14
H 9.374416 -0.785938 1.121925 0.03 0.01 0.00
H 8.074960 -0.027257 0.277026 -0.01 0.03 0.08
H 11.878843 1.161100 -0.459546 0.17 -0.18 0.06
H 11.572858 -0.090687 0.696325 -0.02 -0.05 -0.03
C -3.041462 8.735545 -1.845699 -0.03 -0.10 0.03
O -2.992466 9.950029 -1.873207 0.02 0.00 0.02
N -3.340423 7.976567 -2.941578 -0.02 -0.17 -0.19
N -2.800157 8.009902 -0.706944 0.08 -0.02 0.12
H -3.382171 6.971384 -2.921590 0.00 -0.01 0.06
H -3.526471 8.458165 -3.800899 0.00 0.05 0.03
H -2.577909 8.523265 0.124813 -0.02 0.02 -0.01
H -2.840937 7.007770 -0.672391 -0.05 -0.01 -0.08
C -5.777965 -8.717249 2.687886 -0.02 0.08 -0.05
O -5.370698 -8.915646 3.818580 0.02 -0.03 0.00
N -6.074818 -9.742055 1.826015 0.03 -0.10 -0.01
N -5.973614 -7.466372 2.180033 0.03 -0.01 -0.02
H -6.412015 -9.600999 0.893245 -0.01 0.05 0.01
H -5.944795 -10.676571 2.164065 -0.01 0.01 0.02
H -5.767740 -6.690034 2.779836 -0.01 0.02 -0.02
H -6.307715 -7.287405 1.250537 -0.05 0.12 0.01
C 14.865586 1.921781 -0.386901 0.13 0.09 0.02
O 13.830062 1.502953 -0.883125 -0.02 0.00 0.06
N 15.861948 2.463463 -1.141099 -0.02 -0.01 -0.08
N 15.105504 1.880299 0.956930 -0.08 -0.05 0.00
H 16.719787 2.813412 -0.759881 0.00 -0.01 0.02
H 15.714276 2.507894 -2.132196 -0.01 0.00 0.00
H 14.390741 1.489329 1.540341 0.00 0.02 0.01
H 15.947843 2.218922 1.380773 0.01 0.01 -0.02
C -8.502640 3.375875 1.586727 -0.10 -0.12 0.09
O -7.956503 3.825038 0.589381 0.09 0.20 -0.12
N -8.230286 2.121775 2.043502 0.00 0.02 0.04
N -9.416198 4.086348 2.309433 0.06 0.08 -0.07
H -8.657908 1.715545 2.853859 -0.04 0.01 -0.01
H -7.560974 1.585137 1.523191 -0.10 -0.10 0.00
H -9.634235 5.012078 1.991721 -0.01 0.00 0.00
H -9.873716 3.731878 3.127299 0.00 -0.03 -0.01
```
Forces are in eV/Å.

HOMO energy	-0.360	Ha
total charge	+1
spin multiplicity	1

---

Look up the total charge of the first one.
+2